(1)
Computed, not measured: one molecule with the formula C22H25N3O5S, with ωB97M-V/def2-TZVPD.

Values from the calculation:
Structure (SMILES): CCOc1ccc(NS(=O)(=O)c2ccc3[nH]cc(C(=O)N[C@H](C)CC)c(=O)c3c2)cc1
Relative energy (zero: lowest compared OMol25 entry of this formula, charge and spin): 37.52 kcal per mole
Charge: 0
HOMO level: -8.4 eV

The geometry in XYZ format:
```
56
Properties=species:S:1:pos:R:3:forces:R:3
C 1.78534 4.10760 1.29544 -0.307 -0.296 -0.160
C 0.43827 3.41173 1.18664 0.073 0.298 0.294
O 0.41271 2.66912 -0.01931 0.083 -0.098 -0.221
C -0.71430 1.98218 -0.33900 -0.131 -0.135 -0.131
C -1.84248 1.88257 0.46947 0.225 0.206 0.125
C -2.92011 1.10949 0.07042 -0.106 -0.205 -0.295
C -2.90093 0.43103 -1.14013 0.508 0.638 0.084
N -3.93653 -0.44430 -1.50601 -0.286 -0.832 -0.369
S -3.52873 -2.08344 -1.66147 -0.241 0.194 0.512
O -2.83902 -2.28532 -2.89267 0.367 0.202 0.072
O -4.73974 -2.80298 -1.40552 -0.031 0.071 0.269
C -2.39098 -2.19433 -0.28665 -0.174 -0.098 -0.719
C -2.89908 -2.24946 1.00603 0.041 -0.069 0.263
C -2.09663 -1.90554 2.06994 -0.071 -0.032 -0.074
C -0.80112 -1.42476 1.83608 -0.152 -0.181 -0.663
N -0.04109 -0.91979 2.85665 0.023 0.051 0.353
C 1.12936 -0.29471 2.60863 0.230 0.052 -0.150
C 1.69238 -0.21562 1.37441 0.015 0.104 0.027
C 2.93885 0.61299 1.26381 -0.249 -0.247 -0.060
O 3.35195 1.24436 2.22749 0.134 0.161 0.363
N 3.50943 0.61222 0.05654 0.087 -0.060 -0.282
C 4.64973 1.42789 -0.29446 0.283 0.216 -0.150
C 4.25485 2.38477 -1.41823 0.050 -0.064 0.301
C 5.82743 0.53849 -0.70890 -0.103 0.053 0.399
C 6.29137 -0.36240 0.42868 -0.003 0.085 -0.206
C 1.05705 -0.86252 0.23778 -0.079 -0.084 0.334
O 1.53851 -0.94218 -0.88768 -0.057 -0.052 -0.210
C -0.27744 -1.41128 0.53315 -0.207 -0.090 0.189
C -1.08922 -1.82584 -0.52358 0.079 -0.227 0.107
C -1.79036 0.56658 -1.97179 -0.135 0.307 0.054
C -0.71530 1.33201 -1.57660 0.080 0.145 0.171
H 1.77716 4.78320 2.14602 0.017 0.079 0.097
H 2.57415 3.37548 1.43941 0.109 -0.031 0.033
H 1.98253 4.67690 0.39123 0.009 0.122 -0.076
H 0.29728 2.74032 2.04516 -0.061 0.032 -0.083
H -0.37409 4.15257 1.17871 0.030 -0.144 0.016
H -1.89394 2.39093 1.41931 0.033 0.066 0.072
H -3.78402 1.02976 0.71581 -0.067 -0.051 0.095
H -4.76280 -0.36335 -0.93074 -0.123 -0.101 0.037
H -3.92427 -2.55467 1.14720 -0.132 -0.006 0.124
H -2.47451 -1.94700 3.08107 -0.071 -0.008 0.099
H -0.40526 -0.95726 3.79855 0.112 0.063 -0.176
H 1.63408 0.17111 3.44461 -0.002 0.006 0.030
H 3.05600 0.07912 -0.68143 -0.115 -0.037 0.185
H 4.91708 1.99234 0.60585 -0.014 -0.081 -0.145
H 3.36997 2.94908 -1.13525 -0.087 0.083 -0.012
H 4.03223 1.82469 -2.32412 -0.036 -0.042 -0.152
H 5.06437 3.07887 -1.62747 0.093 0.073 -0.082
H 6.65064 1.17937 -1.02926 -0.002 0.025 -0.105
H 5.52444 -0.07362 -1.56155 0.007 0.041 -0.125
H 6.59191 0.23372 1.28716 0.049 0.024 0.125
H 5.48762 -1.02522 0.74061 -0.036 -0.086 0.070
H 7.13689 -0.96960 0.11411 0.072 -0.092 0.040
H -0.69412 -1.82259 -1.52639 0.089 0.090 -0.063
H -1.78522 0.04936 -2.91753 0.054 -0.029 -0.146
H 0.15526 1.42721 -2.20470 0.128 -0.008 -0.087
```
Forces are in eV/Å.

=====

(2)
Computed, not measured: one molecule with the formula C22H25N3OS2, with ωB97M-V/def2-TZVPD.

Values from the calculation:
Structure (SMILES): Cc1sc2nc(C(C)C)nc(SCC(=O)N3c4ccccc4C[C@H]3C)c2c1C
Relative energy (zero: lowest compared OMol25 entry of this formula, charge and spin): 1.11 kcal per mole
Charge: 0
HOMO level: -8.1 eV

The geometry in XYZ format:
```
53
Properties=species:S:1:pos:R:3:forces:R:3
C 1.50977 6.26594 -0.36211 0.008 -0.016 -0.057
C 0.96132 5.09569 0.37905 -0.172 -0.370 0.247
S 0.29655 5.35168 1.98137 0.079 -0.235 -0.285
C -0.08098 3.66965 2.11854 0.196 -0.188 -0.504
N -0.65470 3.13285 3.17916 -0.183 0.211 0.484
C -0.87295 1.83233 3.12154 0.019 0.066 -0.017
C -1.52163 1.17245 4.30236 -0.092 0.109 0.258
C -0.60686 1.30550 5.52075 -0.102 -0.110 -0.144
C -2.87910 1.82093 4.57155 0.119 -0.158 -0.045
N -0.54737 1.05377 2.09321 0.033 -0.182 -0.098
C 0.02490 1.58652 1.03184 -0.039 -0.049 0.114
S 0.44108 0.49949 -0.28450 0.002 -0.223 -0.274
C -0.16285 -1.09309 0.36347 0.101 0.311 0.061
C -0.84153 -1.93635 -0.70389 0.020 0.341 0.369
O -2.05339 -1.99784 -0.74719 -0.168 -0.001 -0.017
N -0.03779 -2.64345 -1.53720 -0.015 -0.252 -0.010
C -0.49677 -3.64724 -2.40837 -0.038 -0.432 -0.297
C -1.78095 -3.90160 -2.85095 -0.193 0.107 0.039
C -1.96949 -4.97460 -3.71233 0.038 -0.048 -0.037
C -0.91064 -5.76753 -4.11852 -0.006 -0.135 -0.082
C 0.37736 -5.50851 -3.66504 -0.067 0.074 0.017
C 0.57494 -4.44660 -2.81269 -0.111 0.195 0.039
C 1.83334 -3.95664 -2.15985 -0.039 -0.071 0.204
C 1.41913 -2.55942 -1.66840 0.549 0.366 -0.122
C 1.77733 -1.50280 -2.71435 -0.017 -0.093 0.208
C 0.30372 2.95913 0.96012 -0.319 0.018 0.710
C 0.89899 3.80138 -0.02898 0.124 0.472 -0.078
C 1.38556 3.30465 -1.34951 -0.007 0.071 0.036
H 2.55394 6.09937 -0.62595 0.044 0.073 -0.018
H 1.44593 7.15934 0.25286 0.060 0.140 -0.066
H 0.94856 6.43696 -1.28078 0.009 0.081 -0.036
H -1.65786 0.11486 4.05814 0.039 0.130 -0.027
H 0.34997 0.82170 5.33610 0.121 -0.032 0.045
H -0.43059 2.35701 5.73196 0.031 0.098 0.064
H -1.06974 0.84179 6.38853 -0.013 -0.040 0.116
H -3.34749 1.36224 5.43904 -0.084 -0.025 0.085
H -2.74554 2.88305 4.75915 -0.033 0.105 0.040
H -3.53762 1.69825 3.71460 -0.122 0.023 -0.055
H -0.90374 -0.82695 1.11956 0.100 -0.234 -0.164
H 0.67461 -1.60859 0.83313 -0.097 -0.027 0.042
H -2.60689 -3.28950 -2.53215 -0.013 0.027 0.011
H -2.96468 -5.18861 -4.07212 -0.087 -0.015 -0.030
H -1.08365 -6.59394 -4.79132 -0.031 -0.071 -0.060
H 1.20706 -6.12672 -3.97441 0.084 -0.065 -0.040
H 2.67732 -3.90874 -2.84625 0.044 0.049 0.023
H 2.10624 -4.61209 -1.32812 0.037 0.019 0.005
H 1.88296 -2.30631 -0.71370 -0.087 -0.050 -0.047
H 1.35978 -1.78593 -3.67823 -0.034 -0.028 -0.125
H 2.85730 -1.42207 -2.80608 0.137 0.021 -0.046
H 1.37958 -0.53117 -2.43536 0.016 0.055 -0.083
H 1.78769 4.11968 -1.94332 0.054 0.020 -0.107
H 2.16062 2.55310 -1.20657 0.100 -0.022 -0.105
H 0.56926 2.83698 -1.89779 0.004 -0.008 -0.143
```
Forces are in eV/Å.

=====

(3)
Computed, not measured: C22H25N5S4SbSiTi as an isolated structure, with ωB97M-V/def2-TZVPD.

Values from the calculation:
2S+1: 2
Relative energy (zero: lowest compared OMol25 entry of this formula, charge and spin): 4.70 kcal per mole
Charge: -2
HOMO level (spin up / spin down): -0.6 / -1.5 eV

The geometry in XYZ format:
```
59
Properties=species:S:1:pos:R:3:forces:R:3
Ti -1.45699 0.64744 -1.68899 -0.230 -0.380 0.497
N -4.22573 -2.85455 -1.32293 0.003 -0.013 0.040
C -3.08772 -2.04765 -1.32583 -0.081 -0.028 0.014
S -2.60840 -1.35295 -2.85143 0.082 0.149 0.073
N -2.47087 -1.87905 -0.20481 0.067 0.034 -0.085
N -1.35114 -1.06985 -0.42361 0.249 0.035 0.042
C -0.15614 -1.59257 -0.14550 -0.213 -0.248 -0.284
C 0.00386 -2.74647 0.76630 -0.027 0.168 0.099
C 0.68765 -3.89673 0.38028 0.000 -0.035 0.063
C 0.83048 -4.96327 1.25917 0.000 0.035 -0.038
C 0.28807 -4.89138 2.53380 0.007 -0.046 0.034
C -0.40467 -3.75034 2.92207 -0.018 0.040 -0.008
C -0.55059 -2.68811 2.04550 0.009 -0.063 0.008
C 0.91088 -1.10983 -0.92937 0.136 0.085 -0.254
C 2.28346 -1.43095 -0.74849 -0.088 -0.022 -0.042
C 3.18928 -1.09995 -1.71689 0.042 0.023 -0.044
C 2.76386 -0.41155 -2.87347 0.002 -0.026 0.034
C 1.44353 -0.01046 -2.92685 -0.002 0.047 0.044
N 0.54509 -0.30414 -1.99196 -0.111 -0.004 -0.063
H -4.91138 -2.53440 -1.99049 0.030 0.020 0.009
H -4.60288 -2.93631 -0.38827 -0.013 -0.011 -0.009
H 1.09544 -3.95769 -0.62096 0.001 0.010 -0.008
H 1.35903 -5.85469 0.94109 0.000 -0.004 0.004
H 0.39821 -5.72353 3.22015 -0.001 0.004 0.000
H -0.83434 -3.68645 3.91511 0.002 -0.007 0.003
H -1.09052 -1.79662 2.33701 0.000 -0.007 -0.016
H 2.58438 -1.95063 0.15162 0.021 -0.012 -0.014
H 4.23571 -1.35489 -1.58817 -0.006 -0.002 0.002
H 3.44719 -0.13990 -3.66575 0.013 -0.008 0.009
H 1.07150 0.60243 -3.74184 0.013 -0.007 -0.005
S -5.22261 3.28347 -3.53211 0.158 0.003 0.080
Sb -3.33851 3.22245 -2.21651 -0.236 0.207 -0.410
S -3.58053 1.25923 -0.83768 0.103 -0.149 0.239
S -1.60297 1.86614 -3.57020 0.303 0.055 -0.004
C 2.67697 2.55082 -0.65446 0.030 -0.098 0.036
Si 0.83036 2.97959 -0.53327 -0.120 0.032 0.053
C 0.68800 4.21548 0.89413 -0.018 -0.008 -0.062
C 0.56616 3.97692 -2.09791 0.018 0.114 0.123
N -0.30175 1.69198 -0.25179 -0.116 0.016 -0.224
C -0.29256 1.23864 1.08149 0.028 0.002 0.009
C -1.46105 1.20058 1.85906 0.020 0.108 0.034
C -1.42313 0.81550 3.18952 -0.024 0.008 -0.032
C -0.23097 0.43581 3.79896 -0.031 -0.007 0.032
C 0.92632 0.42724 3.03574 0.036 0.035 -0.058
C 0.89522 0.81360 1.70180 -0.034 -0.023 0.042
H 3.18921 3.44208 -1.03452 0.004 -0.007 -0.009
H 2.86386 1.73556 -1.35789 -0.029 0.033 0.026
H 3.14634 2.28628 0.29601 -0.071 0.012 0.028
H 1.49559 4.95329 0.85127 -0.015 0.008 -0.010
H 0.72144 3.72451 1.86847 0.024 -0.017 -0.006
H -0.26600 4.74453 0.81915 -0.005 0.006 0.014
H 1.19007 4.86911 -1.95394 0.004 0.001 -0.095
H -0.46231 4.30142 -2.25295 0.016 -0.034 0.029
H 0.89634 3.45893 -2.99699 -0.005 -0.026 -0.018
H -2.39521 1.48918 1.39290 0.080 -0.019 0.035
H -2.34812 0.80963 3.75654 0.005 -0.001 0.019
H -0.21195 0.12756 4.83804 -0.001 0.004 0.002
H 1.86554 0.10252 3.47149 -0.003 -0.003 0.005
H 1.79999 0.76298 1.10917 -0.009 0.020 0.019
```
Forces are in eV/Å.

=====

(4)
Computed, not measured: C22H25N6OZr as an isolated structure, with ωB97M-V/def2-TZVPD.

Values from the calculation:
Relative energy (zero: lowest compared OMol25 entry of this formula, charge and spin): 0.00 kcal per mole
Charge: +3
HOMO level: -17.1 eV

The geometry in XYZ format:
```
55
Properties=species:S:1:pos:R:3:forces:R:3
Zr 0.81993 0.37772 -0.36952 0.079 -0.121 -0.511
C 1.82440 2.11616 -4.56957 0.021 -0.027 0.006
C 0.93522 3.11785 -4.14977 -0.015 0.010 0.020
C 0.07230 2.93315 -3.08734 0.128 0.053 0.013
C 0.04540 1.69462 -2.44339 -0.029 -0.032 0.168
C 0.93592 0.66875 -2.86950 0.065 -0.171 0.333
C 1.82806 0.89828 -3.93779 0.081 0.094 0.032
N -0.65003 1.41760 -1.25809 -0.165 -0.170 0.052
C -1.54289 2.27376 -0.58141 -0.029 0.028 0.079
C -2.65814 2.88221 -1.12274 0.032 0.021 -0.041
C -3.46157 3.65325 -0.28715 -0.003 0.005 -0.003
C -3.17430 3.81716 1.07145 -0.003 -0.001 -0.007
C -2.06941 3.20792 1.62562 0.016 -0.010 -0.008
C -1.26095 2.43407 0.78749 -0.024 0.032 -0.003
N -0.09041 1.77559 1.17372 -0.053 0.055 0.107
N 0.38176 1.92044 2.32234 -0.009 0.030 -0.030
C 1.60991 1.25813 2.50613 0.019 0.062 0.005
C 2.28239 1.42362 3.69504 -0.022 -0.026 0.005
C 3.52466 0.80809 3.84072 0.007 -0.005 -0.002
C 4.03920 0.05444 2.79587 0.000 0.003 0.008
C 3.30041 -0.06580 1.63297 -0.012 -0.008 -0.011
N 2.10106 0.52400 1.47475 0.020 0.146 0.077
H 2.48185 2.29661 -5.40842 -0.001 0.004 0.000
H 0.93098 4.06935 -4.66612 0.003 -0.001 -0.003
H -0.57577 3.73347 -2.75788 -0.012 -0.010 -0.011
H 0.74741 -0.38487 -2.62256 -0.295 -0.043 -0.226
H 2.46713 0.09760 -4.28510 -0.009 -0.003 -0.007
H -2.90889 2.75624 -2.16759 -0.001 -0.003 0.000
H -4.33806 4.13341 -0.70264 0.000 0.002 0.001
H -3.82321 4.42356 1.68752 -0.001 -0.001 0.000
H -1.82447 3.32123 2.67283 0.000 -0.002 0.001
H 1.84260 2.03016 4.47474 -0.003 -0.003 0.001
H 4.08377 0.92413 4.76033 -0.001 -0.001 0.001
H 5.00155 -0.43179 2.87231 0.000 -0.002 -0.002
H 3.68086 -0.64638 0.79829 0.002 -0.002 0.001
C 1.15955 -3.58581 -1.24912 0.019 -0.013 0.037
N 0.16821 -3.64242 -0.17325 -0.060 -0.003 -0.050
C 0.05929 -4.95296 0.49012 -0.005 -0.008 0.000
C -0.50954 -2.57377 0.20612 -0.131 0.038 -0.005
O 0.01072 -1.37472 -0.06683 0.397 0.076 -0.004
N -1.66386 -2.58220 0.84498 0.007 -0.016 -0.006
C -2.13139 -1.36597 1.51955 -0.012 0.011 0.016
C -2.61873 -3.70445 0.77942 -0.008 0.010 -0.023
H 1.03918 -4.47094 -1.87131 0.006 -0.005 0.001
H 2.17216 -3.58775 -0.84257 0.000 0.021 -0.003
H 0.99886 -2.71552 -1.87894 -0.006 -0.010 -0.013
H 1.07154 -5.32702 0.63561 0.000 0.002 0.003
H -0.49036 -5.66416 -0.12394 -0.005 0.003 -0.001
H -0.41268 -4.85012 1.46114 0.000 0.005 0.006
H -1.39995 -1.02690 2.25350 0.014 0.015 -0.022
H -3.04713 -1.60789 2.05014 0.014 -0.008 0.015
H -2.34886 -0.57461 0.80029 -0.025 -0.010 0.001
H -2.36652 -4.36597 -0.04177 0.008 -0.008 -0.002
H -3.60291 -3.28348 0.58478 0.001 -0.001 0.004
H -2.64623 -4.25705 1.71655 -0.001 -0.001 0.001
```
Forces are in eV/Å.

=====

Per-record DFT total energy, a.u.: -1792.0441; -1889.2749; -4099.3606; -1303.2647